[1]
15
Properties=species:S:1:pos:R:3 method="wB97M-V/def2-TZVPD" homo_lumo_gap_ha=0.35831 energy_ha=-1045.76843 relative_energy_ev=2.058
C 2.94773 -0.00003 0.41382
N 4.13563 0.00003 0.29137
C -1.47572 0.00044 -0.65352
C -0.92912 1.25696 -0.03395
S 0.86221 1.51059 -0.29885
C 1.54295 0.00007 0.38232
S 0.86257 -1.51040 -0.29959
C -0.92906 -1.25795 -0.03328
H -2.62133 -0.00010 -0.55730
H -1.28024 0.00010 -1.74435
H -1.42805 2.13293 -0.48438
H -1.10405 1.30245 1.04779
H 1.94759 -0.00006 1.40737
H -1.10342 -1.30240 1.04698
H -1.42768 -2.13263 -0.48441



[2]
14
Properties=species:S:1:pos:R:3 method="wB97M-V/def2-TZVPD" homo_lumo_gap_ha="0.25773 / 0.25846" energy_ha=-2650.65720 relative_energy_ev=5.362
C -0.82609 -1.60448 -0.37238
C -0.00949 -1.20186 -1.42718
C 1.41817 0.46482 -0.49405
C -0.88524 -1.26491 0.97490
C -0.46661 1.41374 1.92655
N 0.75925 -0.11794 -1.52184
Se 0.68633 -0.03133 1.25866
H -1.65940 -2.37678 -0.67150
H -0.01390 -1.82181 -2.36399
H 1.67688 1.60574 -0.70870
H -0.28318 1.91543 3.01009
H -0.26285 2.04886 1.03569
H -1.47052 1.10778 1.73177
H 1.33665 -0.13725 -2.37801



[3]
16
Properties=species:S:1:pos:R:3 method="wB97M-V/def2-TZVPD" homo_lumo_gap_ha="0.27516 / 0.35973" total_charge=+1 spin_multiplicity=2 energy_ha=-582.39228 relative_energy_ev=0.833
O -1.68308 0.71904 0.29007
C -0.38580 0.89387 0.36727
O 0.32335 0.11688 -0.47351
Na 0.60075 -2.11365 -1.18793
O 0.15006 1.43826 1.30731
C -2.25509 -0.47218 -0.29119
H -1.96171 -0.56427 -1.34845
H -1.84480 -1.33674 0.26542
C -3.72231 -0.39425 -0.15358
H -4.15920 0.12364 0.70010
H -4.35337 -0.90043 -0.88187
C 2.81742 -1.57800 0.50662
C 3.21972 -1.18984 -0.57590
H 1.28850 0.45922 -0.42398
H 2.54502 -2.07516 1.42585
H 3.55622 -0.78235 -1.51781



[4]
15
Properties=species:S:1:pos:R:3 method="wB97M-V/def2-TZVPD" smiles="O=CCCCC(=O)[O-]" homo_lumo_gap_ha=0.28737 total_charge=-1 energy_ha=-420.49359 relative_energy_ev=0.220
O -2.46458 1.22118 -1.83441
C -1.58207 0.81305 -1.12010
C -1.71877 0.67576 0.38050
C -0.38393 0.33009 1.03792
C 0.23066 -1.01728 0.62499
C 1.72887 -0.80374 0.25747
O 2.03053 -0.80601 -0.95593
O 2.47480 -0.64026 1.25590
H -0.62437 0.43755 -1.52881
H -2.17909 1.52986 0.86638
H -2.39663 -0.18557 0.45285
H 0.33060 1.11766 0.78947
H -0.48270 0.33805 2.12154
H 0.25233 -1.67837 1.47967
H -0.25507 -1.58585 -0.18562



[5]
16
Properties=species:S:1:pos:R:3 method="wB97M-V/def2-TZVPD" homo_lumo_gap_ha=0.29214 total_charge=-1 energy_ha=-818.65588 relative_energy_ev=0.750
C 0.40946 -0.35842 -1.40729
C 0.48875 -0.20844 0.07432
C -0.86983 0.12619 0.55725
S -1.48270 -0.97168 1.93974
C -1.70370 1.11425 0.16416
O -1.45578 1.86410 -0.89479
C -0.74004 3.23148 -0.75787
O -0.36584 3.64228 -1.87342
O -0.53364 3.54978 0.36973
H -0.29875 -1.04364 -1.79137
H 1.41860 -0.72357 -1.58724
H 0.16197 0.70232 -1.79906
H 1.17970 0.64124 0.29000
H 0.79830 -1.05395 0.60177
H -0.89494 -0.57587 2.99002
H -2.75469 1.37562 0.56220



[6]
18
Properties=species:S:1:pos:R:3 method="wB97M-V/def2-TZVPD" smiles="C=C(C)C(=O)OC(O)(O)P=O" homo_lumo_gap_ha=0.31525 energy_ha=-912.22911 relative_energy_ev=0.000
C 0.83020 -0.72646 -1.47774
C 0.15507 -0.46910 -0.37373
C -0.83881 -1.41361 0.10028
C 0.29153 0.77924 0.33805
O 0.80834 1.83177 0.00691
O -0.24177 0.61383 1.64084
C -0.09047 1.85837 2.42978
O -0.58619 3.01851 1.90448
O 1.24160 2.04881 2.85497
P -1.65992 1.69472 3.63400
O -2.30905 0.45057 3.14489
H 0.68697 -1.69272 -1.91342
H 1.48153 -0.00236 -1.97186
H -0.84374 -1.56744 1.15853
H -1.80091 -0.91301 -0.22821
H -0.83310 -2.42918 -0.33810
H -0.09109 3.25945 1.11352
H 1.40989 3.08194 2.77279



[7]
18
Properties=species:S:1:pos:R:3 method="wB97M-V/def2-TZVPD" smiles="O=C([C@@H](O)CO)[C@@]1(O)O[C@H]1[S-]" homo_lumo_gap_ha=0.26119 total_charge=-1 energy_ha=-969.07993 relative_energy_ev=0.000
O -1.74103 1.20879 -0.55754
C -0.77823 0.70490 -0.00147
C -1.05979 -0.73011 0.51188
O -2.45441 -0.78167 0.50384
C -0.42503 -1.92808 -0.42539
O 0.64171 -2.56805 0.24869
C 0.46311 1.40493 0.15833
O 0.39746 2.75180 -0.23299
O 1.28617 1.25454 1.29520
C 2.01988 1.14338 0.20880
S 2.83378 -0.31421 -0.10230
H -0.84835 -0.91978 1.55423
H -2.67087 0.03648 -0.07506
H -1.21239 -2.63639 -0.65100
H -0.11299 -1.40271 -1.32929
H 1.34159 -1.97810 0.18343
H -0.18887 2.74594 -1.01231
H 2.50825 2.00834 -0.27707



[8]
14
Properties=species:S:1:pos:R:3 method="wB97M-V/def2-TZVPD" smiles="C1=CPC=COC1" homo_lumo_gap_ha=0.32006 energy_ha=-611.16179 relative_energy_ev=3.393
C 1.55783 -0.20666 0.15086
C 1.07016 1.00971 -0.09578
P -0.52208 1.79683 0.40362
C -1.89189 0.73889 -0.29609
C -1.39525 -0.53602 -0.09086
O -0.48291 -0.90645 0.89848
C 0.86306 -1.48242 0.54332
H 2.52391 -0.46984 -0.06284
H 1.69895 1.76107 -0.53121
H -0.51914 2.69687 -0.51922
H -2.85301 1.11034 -0.69919
H -1.69736 -1.33689 -0.77070
H 1.00538 -2.02322 1.35295
H 0.64235 -2.15222 -0.28330



[9]
14
Properties=species:S:1:pos:R:3 method="wB97M-V/def2-TZVPD" smiles="C=C=C1CC1.O=P" homo_lumo_gap_ha=0.29735 energy_ha=-611.12261 relative_energy_ev=4.459
C 1.08351 2.16162 -0.06114
C 0.91784 0.87465 -0.01735
C 0.51707 -0.27886 -0.43250
C -0.14343 -1.17311 -1.39088
C 0.55632 -1.70472 -0.17465
H 2.05001 2.75127 -0.47312
H 0.44774 2.85497 0.59822
H 0.39720 -1.41720 -2.46313
H -1.25038 -1.00812 -1.35170
H -0.01268 -2.11933 0.75011
H 1.45539 -2.35576 -0.38645
O -1.96116 -0.02419 0.69462
P -1.44635 0.36800 2.00599
H -2.61107 1.07078 2.70199



[10]
13
Properties=species:S:1:pos:R:3 method="wB97M-V/def2-TZVPD" homo_lumo_gap_ha=0.31082 energy_ha=-535.82809 relative_energy_ev=5.073
C -0.44274 -1.27062 0.17091
C -1.01110 -2.24687 0.76215
C 0.77092 -0.94680 -0.74156
C 0.34159 0.49143 -0.84546
C -0.85439 0.25382 -0.00071
P -0.92559 0.98503 1.68547
H 1.88104 -1.21438 -0.52547
H 0.54781 -1.45154 -1.69487
H 0.86622 1.42163 -0.59562
H 0.04153 0.88941 -1.87744
H -1.95349 0.22835 -0.43918
H 0.01186 0.37205 2.36457
H -1.65358 -0.10307 2.01624



[11]
14
Properties=species:S:1:pos:R:3 method="wB97M-V/def2-TZVPD" homo_lumo_gap_ha="0.25809 / 0.25050" spin_multiplicity=3 energy_ha=-934.15143 relative_energy_ev=0.000
C -0.53751 -1.11857 -0.15279
C 0.38834 -1.96159 0.31871
C 0.82496 0.88084 -0.14899
C -0.40213 0.32688 -0.07977
C -1.61359 1.20332 -0.01280
P 2.25166 -0.04172 -0.70525
S 3.75108 0.59147 0.35714
H -1.43540 -1.48675 -0.63365
H 1.18348 -1.60160 0.95710
H 0.96606 1.94946 -0.03856
H -2.07239 1.25311 -1.00237
H -1.32727 2.21432 0.26975
H -2.35526 0.83083 0.68805
H 0.37796 -3.03999 0.18342



[12]
13
Properties=species:S:1:pos:R:3 method="wB97M-V/def2-TZVPD" smiles="C=CCC=C" homo_lumo_gap_ha=0.39983 energy_ha=-195.21530 relative_energy_ev=2.088
C -2.41842 -0.11630 -0.31391
C -1.21154 0.38072 0.07060
C -0.00573 -0.42608 0.50112
C 1.25908 0.39115 0.14684
C 2.34884 -0.14043 -0.39497
H -3.11588 0.57916 -0.71705
H -2.58886 -1.27194 -0.33729
H -0.82424 1.58881 0.08388
H -0.17174 -1.42791 0.00276
H -0.04741 -0.56454 1.57000
H 1.10514 1.51975 0.33421
H 3.39096 0.28339 -0.50880
H 2.41865 -1.24111 -0.48578



[13]
13
Properties=species:S:1:pos:R:3 method="wB97M-V/def2-TZVPD" homo_lumo_gap_ha=0.34738 energy_ha=-195.24230 relative_energy_ev=1.353
C -2.54398 -0.11442 -0.11183
C -1.23347 -0.29877 0.09931
C -0.22298 0.70963 -0.00836
C 1.13088 0.66547 0.00966
C 2.05272 -0.52826 -0.06246
H -2.96142 0.86517 0.00009
H -3.15842 -1.03112 -0.09565
H -0.87716 -1.29655 0.30355
H -0.58234 1.73471 -0.02160
H 1.55334 1.73792 0.07399
H 1.54670 -1.29791 -0.69053
H 3.06324 -0.24746 -0.55389
H 2.23290 -0.89842 1.05773



[14]
13
Properties=species:S:1:pos:R:3 method="wB97M-V/def2-TZVPD" homo_lumo_gap_ha=0.30087 energy_ha=-195.11405 relative_energy_ev=4.843
C -1.47080 -0.04530 -0.77724
C -0.75780 0.60979 0.40819
C 0.42323 -0.20299 0.87856
C 1.58472 -0.29075 0.13371
C 2.36430 -0.17264 -0.89844
H -0.76535 -0.19479 -1.60046
H -1.87977 -1.02172 -0.49853
H -2.29450 0.57751 -1.13718
H -0.39950 1.60256 0.10517
H -1.46467 0.75433 1.23380
H 0.30849 -0.80506 1.77794
H 1.22141 -1.40476 0.22835
H 3.15984 0.56543 -0.95846



[15]
13
Properties=species:S:1:pos:R:3 method="wB97M-V/def2-TZVPD" smiles=C[C@]12C[C@H]1C2 homo_lumo_gap_ha=0.37422 energy_ha=-195.19662 relative_energy_ev=2.596
C 1.58547 0.05881 0.05750
C 0.08903 -0.00316 -0.17764
C -0.96811 1.13336 -0.20994
C -1.14781 -0.09487 0.66029
C -0.96708 -1.13677 -0.44087
H 2.15416 -0.74473 0.56202
H 1.70608 0.90092 0.69023
H 2.20677 0.13017 -0.80323
H -1.30818 1.26897 -1.26517
H -0.87812 2.10973 0.41861
H -1.48305 -0.18193 1.65174
H -0.54365 -2.03630 -0.24073
H -1.69531 -1.15469 -1.22792



[16]
13
Properties=species:S:1:pos:R:3 method="wB97M-V/def2-TZVPD" smiles="C=C=CCC" homo_lumo_gap_ha=0.36804 energy_ha=-195.23226 relative_energy_ev=1.626
C 2.39574 -0.38854 -0.40365
C 1.38527 -0.25686 0.39862
C 0.26373 -0.18974 1.04872
C -0.86790 0.60942 0.44326
C -1.63121 -0.02406 -0.71263
H 2.54826 -1.44451 -0.56597
H 3.16770 0.34721 -0.59813
H 0.20418 -0.56132 2.06669
H -0.42430 1.54804 0.09125
H -1.55371 0.87135 1.25161
H -0.97081 -0.22166 -1.56484
H -2.10720 -0.96354 -0.41759
H -2.40974 0.67421 -1.03734



[17]
130
Properties=species:S:1:pos:R:3 method="wB97M-V/def2-TZVPD" homo_lumo_gap_ha=0.19358 total_charge=-1 energy_ha=-6816.38919
C 2.74290 -3.40779 -0.33467
C 3.02877 -2.05775 0.23207
O 2.93723 -1.75252 1.42335
O 3.40450 -1.11433 -0.68389
C 2.57959 0.08914 -0.62821
C 1.15230 -0.11923 -1.14002
C 0.18495 0.89239 -0.51050
P -1.37934 0.31967 0.41351
Cl -0.11652 -1.34694 1.50082
P -1.89794 -1.24630 -1.25372
O -3.44225 -1.67020 -0.89179
Br -2.04565 -0.03087 -3.18369
H 3.03695 -4.19963 0.35348
H 1.67299 -3.47121 -0.56460
H 3.28599 -3.53166 -1.27302
H 3.09348 0.81916 -1.25994
H 2.58700 0.46761 0.39383
H 0.83454 -1.15073 -0.99335
H 1.18530 0.04368 -2.22401
H 0.68896 1.48187 0.26029
H -0.17077 1.57738 -1.28546
H -2.51364 -0.23495 1.12365
H -1.08115 1.18824 1.51710
H -2.19960 1.30100 -0.21160
H -3.33217 -2.18977 -0.07656
O 4.59227 -5.60914 -1.43722
H 5.08243 -5.33447 -0.64463
H 4.87066 -6.51019 -1.61251
O -3.26647 -3.13725 -4.23261
H -4.08758 -2.84071 -4.65223
H -3.03686 -2.41027 -3.63729
O -3.85959 3.16509 -0.53477
H -4.67905 3.41177 -0.98382
H -3.69373 3.88232 0.08453
O -1.70408 -4.14275 -6.68935
H -2.15776 -3.72557 -5.94312
H -1.23516 -3.41267 -7.10188
O 5.33063 -0.07409 -3.23708
H 4.82499 -0.22017 -2.43010
H 5.89109 -0.85336 -3.30279
O 5.23815 -5.30772 1.39555
H 4.77242 -4.46711 1.44534
H 5.99596 -5.17802 1.99007
O 0.77274 1.33812 3.61830
H 1.42771 1.40952 4.31854
H 0.89449 0.44924 3.24713
O 3.96438 0.52309 3.14176
H 3.65424 -0.10104 2.47165
H 3.44237 1.31519 2.98632
O 4.25108 -1.64379 4.26395
H 4.34395 -0.76302 3.87914
H 3.73770 -2.15304 3.62369
O -5.73524 -2.34985 -5.58849
H -6.21562 -2.83288 -6.26503
H -6.20465 -1.51382 -5.51629
O 7.47402 -4.98854 -1.53641
H 6.70299 -4.83631 -2.09392
H 7.56097 -4.18679 -1.01405
O -3.66437 5.60799 1.73720
H -4.12532 6.39944 2.02881
H -2.81425 5.65988 2.19319
O 1.15367 3.34481 1.38692
H 0.86734 3.10681 2.27950
H 0.66240 4.14435 1.17341
O -2.73358 5.85343 4.34439
H -2.32538 5.58884 5.18153
H -3.52344 5.30979 4.27021
O -7.14865 3.68335 -1.56549
H -7.97703 3.85605 -1.09137
H -7.16520 2.74316 -1.75896
O 3.55570 4.95927 0.52595
H 2.72062 4.47554 0.58600
H 3.73816 5.02177 -0.41425
O 0.52993 -1.95873 -6.22162
H 0.76093 -1.76147 -5.30895
H 1.16142 -2.62967 -6.49295
O -3.61689 3.08372 -3.39513
H -3.31508 3.28097 -2.49632
H -3.00834 2.38838 -3.67145
O 5.07282 -4.84507 4.11156
H 5.15670 -4.79266 5.06887
H 4.25231 -5.32530 3.95304
O -3.25860 -6.25049 -3.17643
H -3.18113 -5.29430 -3.30766
H -3.99128 -6.49762 -3.74407
O 7.78402 -4.70414 2.69171
H 7.83522 -4.21645 3.51830
H 8.48010 -5.36580 2.74405
O -1.34633 6.35128 6.88895
H -1.81705 6.66150 7.66454
H -0.95952 7.14867 6.49257
O -4.59544 6.00950 -1.25091
H -4.24125 5.78150 -0.38566
H -5.39430 5.47293 -1.32202
O -8.26374 4.29021 0.93849
H -8.72448 5.08478 1.23149
H -7.41026 4.32739 1.37978
O -9.92967 4.39191 -1.94594
H -10.72087 4.35519 -2.48799
H -9.36447 5.04156 -2.37622
O -0.11076 8.88134 6.10032
H -0.54910 9.67688 6.41341
H 0.77224 8.90854 6.48006
O 7.06558 -7.08160 4.57529
H 6.80121 -7.81152 4.01091
H 6.55239 -6.32454 4.25194
O 2.13375 -4.09850 3.18250
H 2.19090 -3.47256 2.44273
H 1.58445 -3.63757 3.82383
O -9.98788 4.96273 3.14705
H -10.81821 5.13022 3.59674
H -10.01867 4.02339 2.94938
O -11.98708 2.90120 3.80240
H -11.73106 1.98003 3.70074
H -12.94649 2.88343 3.84559
O -3.00486 -4.10856 0.90542
H -3.61731 -4.49942 0.27368
H -2.50468 -4.85046 1.25222
O 8.12782 -1.52794 -3.52013
H 7.82884 -1.49934 -4.43357
H 9.07788 -1.36270 -3.57156
O 10.41925 0.04202 -2.70518
H 10.12240 0.06432 -1.78916
H 9.97412 0.78980 -3.11526
O 13.30882 -0.97125 -2.38528
H 13.44993 -1.91920 -2.43501
H 12.35324 -0.85726 -2.45002
O -8.73143 -1.43495 -5.90801
H -8.83214 -1.46959 -4.95229
H -9.22449 -0.65717 -6.18122



[18]
15
Properties=species:S:1:pos:R:3 method="wB97M-V/def2-TZVPD" homo_lumo_gap_ha="0.28633 / 0.33747" energy_ha=-274.70195 relative_energy_ev=5.950
B -1.26288 0.14399 -0.81127
C 1.07358 0.73144 -0.72670
C 1.53380 -0.53106 -0.53857
C 0.03038 0.00301 1.25002
C -0.14864 0.86074 0.07511
C 0.39589 -1.16358 0.32351
N -0.92354 -1.25703 -0.52726
H -2.03195 0.48486 -1.73224
H 1.19408 1.41938 -1.59690
H 2.43439 -1.01688 -0.90066
H 0.86057 0.27292 1.83663
H -0.87986 -0.31775 1.90470
H -1.45779 3.18520 -0.43906
H 0.78330 -2.11659 0.60834
H -0.81301 -1.89599 -1.23377



[19]
14
Properties=species:S:1:pos:R:3 method="wB97M-V/def2-TZVPD" homo_lumo_gap_ha="0.33425 / 0.30284" spin_multiplicity=2 energy_ha=-2769.16284 relative_energy_ev=2.841
Br -0.03845 -4.53188 2.28774
H 0.06623 -3.10196 2.24056
C -2.03431 0.27956 -0.24031
C -0.65270 0.58565 -0.24600
C -0.12384 1.58296 0.56638
C 0.54071 -0.00657 -1.01693
C 1.65104 0.69942 -1.36250
H -2.16474 -0.78790 -0.45049
H -2.37569 0.23971 0.75383
H 0.88210 2.00792 0.49322
H -0.63081 2.05051 1.39159
H 0.52424 -1.06042 -1.37905
H 2.41622 0.37310 -2.11586
H 1.93999 1.66990 -0.92220



[20]
19
Properties=species:S:1:pos:R:3 method="wB97M-V/def2-TZVPD" smiles="C=C(C)C(=O)NBr.O/C=N/Br" homo_lumo_gap_ha=0.36637 energy_ha=-5603.24976 relative_energy_ev=2.472
C -1.15835 -1.51996 -0.22555
C -1.26871 -0.20728 -0.16913
C -2.22648 0.60447 0.64646
C -0.27930 0.48859 -0.99069
O 0.24708 -0.01406 -1.96671
N -0.04513 1.84801 -0.71525
Br 1.42775 2.65911 -1.42698
H -0.47999 -2.21363 -0.75042
H -1.80373 -2.04275 0.52762
H -2.85990 -0.02809 1.15528
H -1.67546 1.14285 1.52420
H -2.71118 1.43489 0.06607
H -0.28751 2.27502 0.17842
O 2.60343 -1.28982 -0.86043
C 2.53981 -0.82406 0.33825
N 1.45390 -0.30262 0.76187
Br 1.26048 0.25647 2.45201
H 1.93067 -0.98540 -1.50159
H 3.33264 -1.28174 0.95656